36
Properties=species:S:1:pos:R:3:forces:R:3 method="wB97M-V/def2-TZVPD" total_energy_ev=-24954.425 orbital_gap_ev=9.45 relative_energy_ev=7.2695 molar_mass_g_mol=216.18 fmax_ev_per_a=19.64 multiplicity=1
O 4.717000 0.145997 1.266131 -2.31 3.81 -0.52
H 4.933894 1.145818 1.181583 0.38 -2.47 0.26
H 3.722303 0.338291 1.122371 1.95 -1.39 0.18
O -2.281178 -3.408867 0.573641 19.20 -0.93 -4.06
H -1.677150 -3.698658 -0.085709 -1.12 -0.57 -0.79
H -3.012444 -3.327622 0.816040 -18.10 1.44 4.49
O 1.421135 -1.515703 -0.819257 -1.34 -1.39 0.27
H 0.498729 -1.295787 -0.372289 2.66 -0.17 -1.63
H 1.253024 -1.532540 -1.781782 0.01 0.08 0.82
O -1.523297 -0.832084 -2.343150 1.63 -0.18 2.59
H -1.851813 -0.584401 -3.160331 -1.11 0.65 -2.51
H -2.005691 -1.561564 -1.980501 -0.66 -0.62 -0.10
O -0.414543 -2.807097 2.551184 2.18 6.37 0.03
H -0.663450 -3.624518 2.367983 -1.89 -5.84 -1.12
H -0.359841 -2.398597 1.647347 -0.21 -0.41 1.48
O 0.315980 3.834026 2.327894 2.38 1.03 0.94
H 0.716499 3.348889 3.069136 -0.39 0.20 -0.49
H -0.465237 3.406914 2.090849 -1.94 -1.26 -0.51
O -3.911727 -1.366931 2.223266 -1.69 1.46 -1.44
H -3.645147 -1.661480 3.069821 0.42 -0.44 1.44
H -4.701349 -0.775251 2.348723 1.18 -1.08 -0.02
O 1.913891 1.032484 -1.225127 3.67 6.03 -4.73
H 1.592372 0.442049 -0.679640 -2.68 -4.64 4.31
H 1.926067 1.917042 -0.822825 -0.22 -0.79 -0.24
O -0.181929 0.081139 -0.155593 -2.02 0.21 0.38
H -0.964902 -0.121763 -0.761427 1.10 0.68 1.42
H -0.354482 0.115351 0.818267 -0.99 0.14 -1.31
O -1.260434 0.162197 2.194902 -2.12 2.81 5.51
H -0.734582 0.214251 3.095127 -1.08 -0.58 -2.68
H -2.139042 0.698724 2.581733 3.18 -2.27 -2.12
O 1.218744 4.064555 -1.949939 -1.38 -0.83 0.08
H 0.344364 3.526807 -1.930269 2.64 1.30 0.72
H 1.703860 4.113667 -1.094007 -1.27 -0.37 -0.76
O 0.470010 0.594438 -4.936723 1.76 2.30 1.04
H 0.936354 1.485285 -4.672927 -1.46 -2.49 -0.76
H 1.078458 -0.044145 -4.525101 -0.36 0.20 -0.18